1.
Molecular formula: C2H2ClN2O2
Method: DFT, the ωB97M-V functional and the def2-TZVPD basis

Calculated values
E_HOMO (spin up / spin down): -3.767 / -3.765 eV
Orbital gap (spin up / spin down): 7.47 / 7.47 eV
Charge: -1

Geometry (Å):
1 C -1.06 1.18 0.16
2 C -0.50 -0.31 0.44
3 N 1.97 -0.37 -0.58
4 N 0.96 -0.93 -0.86
5 O -1.36 1.72 1.21
6 O -1.22 1.46 -1.01
7 Cl -1.73 -1.48 0.46
8 H 0.25 -0.41 1.22
9 H 2.67 -0.86 -1.04

2.
Molecular formula: C2H2ClN4O
Method: DFT, the ωB97M-V functional and the def2-TZVPD basis

Calculated values
E_HOMO: -4.189 eV
Orbital gap: 7.61 eV
Charge: -1

Geometry (Å):
1 C -0.50 -2.49 -1.86
2 C 0.36 1.77 0.58
3 N -0.06 -1.69 -1.06
4 N -0.06 -1.66 0.30
5 N 0.05 -0.59 0.87
6 N -0.01 0.54 0.23
7 O -0.65 -3.00 -2.90
8 Cl -0.21 2.30 2.59
9 H -0.30 2.67 0.35
10 H 1.38 2.16 0.90

3.
Molecular formula: C2H2ClNO
Method: DFT, the ωB97M-V functional and the def2-TZVPD basis

Calculated values
E_HOMO (spin up / spin down): -10.181 / -10.135 eV
Orbital gap (spin up / spin down): 7.45 / 7.57 eV

Geometry (Å):
1 C -0.06 0.83 0.37
2 C 0.99 0.07 0.11
3 N 0.29 -1.11 0.19
4 O -0.89 -0.29 0.24
5 Cl 3.57 0.04 0.02
6 H -0.64 1.74 0.47
7 H 0.35 -1.61 -0.60

4.
Molecular formula: C2H2ClNO
Method: DFT, the ωB97M-V functional and the def2-TZVPD basis

Calculated values
E_HOMO (spin up / spin down): -8.042 / -8.204 eV
Orbital gap (spin up / spin down): 7.67 / 8.67 eV

Geometry (Å):
1 C -0.16 1.83 0.26
2 C -0.31 -1.10 -0.22
3 N 0.78 -1.20 -0.71
4 O -1.02 1.92 1.04
5 Cl -1.24 -2.16 0.71
6 H 0.58 2.57 0.01
7 H 1.38 -1.87 -1.09

5.
Molecular formula: C2H2ClNO2
Method: DFT, the ωB97M-V functional and the def2-TZVPD basis

Calculated values
E_HOMO (spin up / spin down): -9.034 / -8.664 eV
Orbital gap (spin up / spin down): 8.25 / 7.24 eV

Geometry (Å):
1 C 0.26 -0.57 -0.23
2 C -0.54 0.43 0.19
3 N 2.41 1.61 -0.26
4 O 1.51 -0.79 0.09
5 O 2.74 0.53 -0.10
6 Cl -2.18 0.79 -0.14
7 H -0.08 -1.17 -1.08
8 H -0.09 1.04 1.12

6.
Molecular formula: C2H2ClNO2S2
Method: DFT, the ωB97M-V functional and the def2-TZVPD basis

Calculated values
E_HOMO (spin up / spin down): -10.709 / -10.827 eV
Orbital gap (spin up / spin down): 10.77 / 7.18 eV
Multiplicity: 3

Geometry (Å):
1 C -0.51 -1.25 0.29
2 C -0.49 0.21 0.53
3 N -0.42 -1.90 -0.73
4 O 0.86 2.31 -0.31
5 O 2.02 0.14 -0.35
6 S 0.11 0.59 -2.48
7 S 0.83 0.90 -0.56
8 Cl -0.72 -2.16 1.82
9 H -1.43 0.68 0.24
10 H -0.23 0.49 1.55

Number 1: total energy -21702.5306 eV. Number 2: total energy -22634.5805 eV. Number 3: total energy -18159.1715 eV. Number 4: total energy -18161.5038 eV. Number 5: total energy -20208.3040 eV. Number 6: total energy -41880.4169 eV.